Record 1
ORCA calculation (the ωB97M-V functional and the def2-TZVPD basis) on 2 unconnected molecules or ions with the total composition C10H16O in a non-equilibrium geometry.

SMILES: Cc1ccc(O)cc1.CCC
Highest occupied orbital energy, eV: -8.8
Kohn-Sham gap, eV: 9.7
ΔE to the lowest compared entry with this formula, charge and spin, kcal per mole: 34.6

ORCA input file:
```
! RIJCOSX wB97M-V def2-TZVPD def2/J DEFGRID3
* xyz 0 1
C -0.6667 1.3404 -1.8754
C -1.1919 0.8094 -3.1999
C -1.6869 1.0246 -0.7502
H 0.1969 0.7114 -1.6731
H -0.3356 2.3754 -1.8022
H -2.1131 1.2886 -3.5511
H -2.0154 0.0049 -0.9395
H -1.4963 -0.2255 -3.0431
H -0.4888 0.9412 -4.0214
H -1.2589 1.1905 0.2255
H -2.5444 1.6748 -0.9387
C -0.5294 0.6037 2.9207
C 1.1294 -2.3196 1.1861
C 1.8288 -1.6223 0.2153
C 0.1422 -1.5793 1.8378
C 0.1885 -0.1934 1.8671
C 1.8150 -0.2455 0.0738
C 1.0275 0.4699 0.9740
O 2.9159 -2.3164 -0.3769
H 1.4139 -3.3177 1.4766
H -0.4583 -2.1166 2.5620
H 2.4453 0.2024 -0.6779
H 2.5465 -2.8126 -1.1154
H -1.2202 0.0182 3.5123
H -0.9887 1.5056 2.5115
H 1.1030 1.5492 1.0402
H 0.2418 1.0386 3.5619
*
```

=====

Record 2
ORCA calculation (the ωB97M-V functional and the def2-TZVPD basis) on a single C2H3NO2S molecule in a non-equilibrium geometry.

SMILES: O=CNSC=O
Highest occupied orbital energy, eV: -10.2
Kohn-Sham gap, eV: 10.6
ΔE to the lowest compared entry with this formula, charge and spin, kcal per mole: 26.2

ORCA input file:
```
! RIJCOSX wB97M-V def2-TZVPD def2/J DEFGRID3
* xyz 0 1
C -1.5204 0.0172 0.3905
C 1.6565 0.6011 0.0481
H -1.1367 0.0055 1.4470
H -0.9238 -0.8660 -1.3628
H 2.7473 0.5125 0.1792
N -0.6259 -0.6059 -0.4229
O -2.5474 0.4562 -0.0417
O 1.0321 1.6117 -0.1324
S 0.9376 -0.9789 0.0912
*
```

=====

Record 3
ORCA calculation (the ωB97M-V functional and the def2-TZVPD basis) on a molecular structure, C33H42BrCoN5O4S3.

Highest occupied orbital energy (spin up / spin down), eV: -9.4 / -9.4
Kohn-Sham gap (spin up / spin down), eV: 5.3 / 5.3
ΔE to the lowest compared entry with this formula, charge and spin, kcal per mole: 11.0

ORCA input file:
```
! RIJCOSX wB97M-V def2-TZVPD def2/J DEFGRID3
* xyz 1 1
Co -0.1210 0.4130 0.7118
Br 1.6621 3.0620 1.5404
C 1.5089 1.6651 2.7859
C 2.0574 1.7325 4.0544
C 1.9087 0.6334 4.8868
C 1.2432 -0.4982 4.4306
C 0.7283 -0.4689 3.1554
N 0.8542 0.5986 2.3627
C 0.0066 -1.6004 2.4769
O 0.0471 -2.7334 2.8945
O -0.5930 -1.2327 1.3743
H 2.5861 2.6195 4.3699
H 2.3198 0.6603 5.8868
H 1.1221 -1.3892 5.0295
S 1.8411 -0.4898 -0.2184
C 1.1221 -1.9023 -0.8939
N 0.9684 -3.0283 -0.2382
C 0.0572 -4.0012 -0.8434
C 0.1450 -3.7428 -2.3420
S 0.5133 -1.9641 -2.4925
H 1.1846 -3.0693 0.7504
H -0.9467 -3.8099 -0.4557
H 0.3593 -5.0130 -0.5840
H -0.7878 -3.9639 -2.8536
H 0.9578 -4.2976 -2.8076
C -4.7608 1.4424 -8.7645
C -5.0924 1.1894 -7.3184
C -6.3804 1.4265 -6.8548
C -6.7051 1.2082 -5.5251
C -5.7405 0.7594 -4.6429
C -4.4484 0.5012 -5.0965
N -3.4285 0.1137 -4.1997
C -3.5772 -0.6328 -3.0624
C -4.6306 -1.5596 -2.9486
C -4.7845 -2.3327 -1.8211
C -3.8977 -2.2201 -0.7498
C -2.8545 -1.3270 -0.8481
C -2.6610 -0.5323 -1.9833
C -1.5184 0.4031 -2.0482
O -1.1902 0.9854 -3.0742
O -0.8445 0.6797 -0.9437
C -4.1138 0.7075 -6.4398
C -2.7190 0.4301 -6.9334
H -5.6033 1.9027 -9.2774
H -4.5194 0.5138 -9.2867
H -3.8980 2.1027 -8.8685
H -7.1330 1.7908 -7.5429
H -7.7086 1.4048 -5.1704
H -5.9792 0.6246 -3.5958
H -2.5475 0.6073 -4.2568
H -5.3130 -1.6734 -3.7791
H -5.6021 -3.0413 -1.7768
H -4.0217 -2.8230 0.1394
H -2.1602 -1.2409 -0.0278
H -2.2069 -0.2869 -6.2937
H -2.1134 1.3408 -6.9630
H -2.7347 0.0243 -7.9439
C -4.7185 3.6659 -1.9933
C -3.5166 2.9478 -2.5965
C -2.2364 3.7829 -2.6189
C -1.8188 4.3327 -1.2592
N -1.6205 3.2147 -0.3319
C -1.9102 3.0834 0.9418
S -1.8579 1.4975 1.6965
N -2.2863 4.0612 1.7610
C -2.3334 5.5159 1.5799
C -3.7112 6.0945 1.2799
C -4.7658 5.8530 2.3640
C -5.4698 4.5003 2.2783
H -5.6263 3.0779 -2.1275
H -4.8814 4.6388 -2.4637
H -4.5995 3.8243 -0.9182
H -3.7439 2.6542 -3.6240
H -3.3495 2.0116 -2.0521
H -2.3731 4.6451 -3.2775
H -1.4195 3.1893 -3.0365
H -2.5893 4.9920 -0.8678
H -0.8922 4.9031 -1.3522
H -1.2990 2.3488 -0.7637
H -2.5010 3.7327 2.6893
H -1.6094 5.7979 0.8180
H -1.9695 5.9350 2.5202
H -4.0847 5.7149 0.3244
H -3.5620 7.1690 1.1474
H -5.5224 6.6348 2.2797
H -4.3124 5.9875 3.3520
H -5.9455 4.3779 1.3032
H -6.2489 4.4229 3.0362
H -4.7950 3.6549 2.4172
*
```

=====

Record 4
ORCA calculation (the ωB97M-V functional and the def2-TZVPD basis) on a gas-phase ion, C6H13N2O (charge +1) in a non-equilibrium geometry.

SMILES: N[C@H](O)[C@H]1C=CCC[NH2+]1
Highest occupied orbital energy, eV: -12.9
Kohn-Sham gap, eV: 9.8
ΔE to the lowest compared entry with this formula, charge and spin, kcal per mole: 62.8

ORCA input file:
```
! RIJCOSX wB97M-V def2-TZVPD def2/J DEFGRID3
* xyz 1 1
C 1.2321 -1.3363 -0.4260
C 0.2106 -1.2781 0.3639
C 2.0279 -0.1088 -0.8135
C 1.9181 0.9985 0.2184
C -0.3535 0.0273 0.9157
C -1.8862 0.2528 0.0272
N -2.8759 -0.7644 0.0330
N 0.4262 1.2787 0.5030
O -1.5151 0.7051 -1.2266
H 1.4979 -2.2774 -0.9885
H -0.3173 -2.1723 0.7160
H 3.0592 -0.5007 -0.8428
H 1.6460 0.2569 -1.7772
H 2.2849 0.6317 1.2256
H 2.5285 1.7630 -0.0126
H -0.6141 0.0831 2.0750
H -2.2248 1.0795 0.5223
H -2.6468 -1.5422 -0.7230
H -3.1368 -1.0152 0.9822
H 0.3801 1.8943 1.3371
H 0.1081 1.9232 -0.2146
H -1.7491 0.1013 -1.8943
*
```

=====

| no. | DFT total energy (eV) |
| --- | --- |
| 1 | -12676.22327 |
| 2 | -18542.31612 |
| 3 | -190716.26048 |
| 4 | -11451.99080 |